{"formula": "C65H48BaN11O2PTe", "method": "ωB97M-V/def2-TZVPD", "elements": ["Ba", "C", "C", "C", "C", "C", "N", "C", "C", "C", "C", "C", "C", "C", "C", "N", "C", "N", "C", "N", "C", "N", "C", "N", "C", "N", "C", "C", "C", "C", "C", "C", "C", "C", "C", "C", "C", "C", "C", "C", "N", "H", "H", "H", "H", "H", "H", "H", "H", "H", "H", "H", "H", "H", "H", "H", "H", "O", "N", "N", "O", "C", "C", "C", "C", "C", "C", "H", "H", "H", "H", "H", "N", "C", "C", "C", "C", "C", "C", "P", "C", "C", "C", "C", "C", "C", "C", "C", "C", "C", "C", "C", "H", "H", "H", "H", "H", "H", "H", "H", "H", "H", "H", "H", "H", "H", "H", "H", "C", "C", "C", "C", "C", "C", "Te", "C", "C", "C", "H", "H", "H", "H", "H", "H", "H", "H", "H", "H", "H"], "positions_angstrom": [[0.1231, 0.1049, -0.6477], [-0.7397, 4.3772, -5.6359], [0.6527, 4.4482, -5.6207], [1.3989, 3.5225, -4.9136], [0.7285, 2.5466, -4.1984], [1.1806, 1.4215, -3.3916], [2.4281, 0.9904, -3.4051], [2.7928, -0.0998, -2.7261], [3.9545, -0.9004, -3.0568], [4.8628, -0.8731, -4.1046], [5.8064, -1.8813, -4.1821], [5.8552, -2.8973, -3.2262], [4.9572, -2.9338, -2.1767], [3.9951, -1.9373, -2.0883], [2.8508, -1.7253, -1.2289], [2.5540, -2.4622, -0.1737], [1.3430, -2.5132, 0.3409], [0.1869, -2.2135, -0.3152], [-0.8550, -2.6562, 0.3964], [-2.1155, -2.6938, -0.0696], [-2.4378, -1.9497, -1.1565], [-1.8724, -0.7804, -1.5023], [-2.5297, -0.2626, -2.5695], [-2.2281, 0.8326, -3.2691], [-1.0260, 1.3458, -3.3438], [0.1165, 0.8052, -2.8453], [-0.6821, 2.4879, -4.1856], [-1.4178, 3.3996, -4.9262], [-3.6372, -1.1196, -2.9027], [-4.6240, -1.0785, -3.8783], [-5.5297, -2.1181, -3.9440], [-5.4573, -3.1966, -3.0560], [-4.4781, -3.2616, -2.0875], [-3.5617, -2.2186, -2.0044], [-0.3929, -3.1899, 1.6642], [-1.0256, -3.6516, 2.8097], [-0.2577, -3.8973, 3.9338], [1.1272, -3.7268, 3.9198], [1.7767, -3.3289, 2.7659], [1.0186, -3.0639, 1.6353], [2.1659, -0.6345, -1.6659], [-1.2978, 5.0930, -6.2302], [1.1526, 5.2312, -6.1789], [2.4794, 3.5478, -4.9175], [4.8113, -0.0944, -4.8522], [6.5176, -1.8915, -4.9990], [6.6115, -3.6702, -3.3182], [4.9939, -3.7203, -1.4368], [-2.4977, 3.3493, -4.9310], [-4.6658, -0.2495, -4.5690], [-6.3084, -2.1076, -4.6978], [-6.1900, -3.9918, -3.1372], [-4.4052, -4.1069, -1.4171], [-2.0935, -3.8102, 2.8360], [-0.7449, -4.2045, 4.8506], [1.6917, -3.9020, 4.8284], [2.8469, -3.1958, 2.7458], [1.1083, 0.3075, 1.2118], [1.8017, 0.3574, 2.2848], [1.2619, 0.9377, 3.2922], [0.0944, 1.4802, 3.3249], [2.0654, 1.0163, 4.4364], [3.3000, 0.3737, 4.4723], [4.0979, 0.4984, 5.5907], [3.6788, 1.2566, 6.6757], [2.4387, 1.8718, 6.6442], [1.6282, 1.7548, 5.5321], [3.6037, -0.1966, 3.6117], [5.0563, 0.0010, 5.6240], [4.3220, 1.3715, 7.5378], [2.1044, 2.4511, 7.4950], [0.6586, 2.2281, 5.4775], [-1.6886, 1.4784, 1.2756], [-2.3553, 2.6844, 1.2138], [-3.6314, 2.8627, 1.7527], [-4.2640, 4.0863, 1.6740], [-3.6359, 5.1592, 1.0596], [-2.3879, 4.9891, 0.4865], [-1.7412, 3.7610, 0.5429], [-0.2367, 3.3058, -0.3859], [1.0847, 3.4298, 0.8634], [0.8874, 3.9534, 2.1342], [1.9422, 4.0156, 3.0276], [3.1925, 3.5479, 2.6612], [3.3952, 3.0251, 1.3928], [2.3457, 2.9696, 0.4947], [0.0855, 4.8918, -1.2578], [1.1716, 5.7267, -1.0185], [1.3315, 6.8923, -1.7485], [0.4159, 7.2414, -2.7260], [-0.6640, 6.4110, -2.9795], [-0.8185, 5.2432, -2.2591], [-0.8497, 1.5193, 1.8869], [-2.2774, 0.7386, 1.6589], [-4.1174, 2.0203, 2.2302], [-5.2501, 4.2103, 2.1004], [-4.1252, 6.1221, 1.0093], [-1.9218, 5.8199, -0.0238], [-0.0992, 4.2825, 2.4295], [1.7812, 4.4033, 4.0246], [4.0064, 3.5740, 3.3735], [4.3655, 2.6411, 1.1116], [2.4907, 2.5521, -0.4935], [1.8976, 5.4769, -0.2579], [2.1768, 7.5366, -1.5476], [0.5448, 8.1541, -3.2938], [-1.3809, 6.6724, -3.7452], [-1.6545, 4.5890, -2.4625], [-6.1643, -5.5914, 6.2674], [-5.5804, -4.7366, 5.1757], [-5.3189, -5.2412, 3.9134], [-4.8076, -4.4454, 2.8966], [-4.5558, -5.0953, 1.5671], [-4.5482, -3.0915, 3.1272], [-3.8539, -1.7830, 1.5803], [-4.7853, -2.5832, 4.4116], [-4.4918, -1.1476, 4.7179], [-5.2981, -3.3969, 5.4071], [-6.0965, -6.6477, 6.0105], [-7.2181, -5.3456, 6.4233], [-5.6406, -5.4248, 7.2101], [-5.5229, -6.2861, 3.7051], [-5.5051, -5.3858, 1.1119], [-3.9541, -5.9963, 1.6946], [-4.0324, -4.4189, 0.8953], [-3.4538, -0.9194, 4.4718], [-4.6674, -0.9166, 5.7679], [-5.1190, -0.4971, 4.1065], [-5.4892, -2.9814, 6.3909]], "forces_ev_per_a": [[-2.1, 3.3, 0.3], [-0.1, 0.0, -0.2], [0.0, 0.1, -0.1], [0.1, 0.0, 0.0], [-0.7, 0.3, -0.1], [0.1, 0.0, -0.2], [0.2, 0.2, -0.2], [0.0, -0.2, 0.2], [0.1, -0.5, 0.4], [0.0, 0.0, -0.1], [0.1, 0.1, -0.2], [0.2, -0.2, 0.1], [0.1, -0.1, 0.2], [0.2, 0.4, -0.5], [0.2, 0.2, -0.5], [0.2, -0.2, 0.5], [0.4, -0.3, -0.1], [-0.3, -2.5, -0.2], [0.0, -0.3, -0.5], [0.4, -0.3, -0.3], [-0.2, -0.1, -0.2], [-2.2, -1.1, -1.2], [-0.2, -0.3, 0.2], [-0.2, 0.4, -0.3], [0.0, -0.1, -0.1], [0.1, 0.3, -3.2], [0.7, 0.4, -0.2], [-0.1, -0.1, 0.0], [-0.1, -0.6, 0.4], [0.0, 0.1, -0.1], [-0.1, 0.2, -0.2], [-0.1, -0.3, 0.1], [0.1, -0.1, 0.1], [-0.2, 0.3, -0.5], [0.8, -0.1, 0.6], [-0.1, 0.0, -0.2], [0.0, -0.1, 0.2], [0.0, -0.1, 0.1], [0.1, 0.0, -0.2], [-0.7, -0.2, 0.5], [1.6, -0.7, -1.1], [0.0, 0.0, 0.1], [0.0, 0.0, 0.0], [0.1, 0.0, 0.0], [0.0, 0.1, 0.0], [0.0, 0.0, 0.0], [0.0, 0.0, 0.0], [0.0, -0.1, 0.0], [-0.1, 0.0, 0.0], [0.0, 0.1, -0.1], [0.0, 0.0, 0.0], [0.0, 0.0, 0.0], [0.0, 0.0, 0.1], [0.0, 0.1, 0.0], [0.0, -0.1, 0.0], [0.0, 0.0, 0.0], [0.2, 0.0, 0.0], [2.4, 0.7, 5.7], [0.4, -0.1, 0.4], [-0.6, -0.2, -1.2], [-0.2, -0.2, 0.1], [0.7, 0.0, 1.0], [0.0, 0.0, 0.0], [0.0, 0.0, 0.1], [0.1, 0.0, 0.1], [0.2, 0.0, 0.2], [-0.3, -0.1, -0.4], [0.1, -0.1, 0.0], [0.1, 0.0, 0.0], [0.0, 0.0, 0.1], [0.0, 0.0, 0.0], [0.0, 0.0, 0.0], [-0.1, -0.4, 0.4], [-0.3, 0.6, -0.1], [-0.1, -0.1, 0.0], [0.0, 0.0, 0.0], [-0.1, 0.2, 0.0], [0.1, 0.0, 0.1], [-0.1, -0.3, 0.0], [0.1, 1.0, 0.0], [-0.1, 0.0, 0.1], [0.1, 0.0, -0.2], [0.0, 0.1, 0.1], [0.1, 0.1, 0.0], [0.1, 0.0, -0.1], [-0.1, 0.0, 0.1], [0.0, -0.1, -0.1], [0.0, -0.1, 0.1], [0.1, 0.2, -0.1], [0.0, 0.1, 0.0], [-0.1, 0.1, 0.0], [0.0, 0.0, 0.0], [-0.1, -0.1, -0.2], [0.1, 0.0, -0.1], [0.0, 0.0, 0.0], [-0.1, 0.0, 0.0], [0.0, 0.1, 0.0], [0.0, 0.0, 0.0], [0.0, 0.0, 0.0], [0.0, 0.0, 0.0], [0.1, 0.0, 0.1], [0.1, 0.0, 0.0], [0.1, -0.1, -0.1], [0.0, 0.0, 0.0], [0.1, 0.0, 0.0], [0.0, 0.0, 0.0], [0.0, 0.0, -0.1], [-0.1, 0.0, 0.0], [0.0, 0.1, -0.1], [0.0, -0.1, 0.0], [-0.1, 0.0, 0.3], [0.1, 0.1, -0.2], [0.0, 0.0, 0.0], [0.0, 0.1, -0.1], [-0.8, 0.2, 0.7], [0.0, 0.3, 0.1], [0.0, 0.1, 0.1], [0.0, -0.1, 0.0], [0.0, -0.1, 0.0], [0.0, -0.1, 0.1], [0.0, -0.1, 0.0], [0.0, -0.1, 0.0], [0.0, 0.0, -0.1], [0.0, -0.1, 0.0], [0.0, -0.1, -0.1], [0.0, 0.1, 0.0], [0.0, 0.0, 0.1], [0.0, 0.1, 0.0], [0.0, 0.1, 0.1]], "largest_force_ev_per_a": 6.2, "e_tot_ev": -105946.1295, "lumo_ev": [3.692, 3.656], "homo_ev": [-1.1, -0.6], "gap_ev": [4.7927, 4.2210], "total_charge": -2}